P) # C3H9O2S

A structure of composition C3H9O2S (ωB97M-V with the def2-TZVPD basis set, the Open Molecules 2025 dataset).

## Properties
Kohn-Sham gap (alpha / beta) = 9.6 / 9.6 eV
M = 109.17 g/mol
2S+1 = 1
HOMO (alpha / beta) = -15.670 / -15.654 eV
total charge = +1

CARTESIAN COORDINATES (ANGSTROEM)
C  -1.7656  0.7125  1.4729
C  0.9043  1.0707  -1.1132
C  1.0571  -1.5476  0.0657
O  -1.8902  -0.8277  -1.5082
O  -0.4211  0.3474  1.1019
S  -0.0676  -0.2102  -0.3152
H  -2.4695  0.3438  0.7251
H  -1.8266  1.7978  1.5529
H  -1.9639  0.2549  2.4411
H  0.2998  1.9710  -1.1906
H  1.1507  0.7304  -2.1169
H  1.8051  1.2655  -0.5364
H  1.7721  -1.2160  0.8154
H  1.5556  -1.8637  -0.8466
H  0.4667  -2.3775  0.4481

natural (NBO) population analysis, charges in e, atoms 1 to 6: atom 1 (C): -0.26, atom 2 (C): -0.80, atom 3 (C): -0.79, atom 4 (O): -0.27, atom 5 (O): -0.66, atom 6 (S): 1.43

=====

Q) # C3H9O2S

A cluster of 2 separate species, C3H9O2S in total (ωB97M-V with the def2-TZVPD basis set, the Open Molecules 2025 dataset).

## Properties
Kohn-Sham gap = 10.1 eV
M = 109.17 g/mol
2S+1 = 1
HOMO = -13.983 eV
total charge = +1

CARTESIAN COORDINATES (ANGSTROEM)
C  -3.3305  -2.1623  1.5188
C  1.2593  0.1616  -2.0158
C  0.9489  1.5971  0.7024
O  -0.3774  -0.4671  -0.2688
O  -2.3358  -1.5252  1.1990
S  0.1182  0.9906  -0.7903
H  -3.5137  -2.2671  2.5569
H  -3.9645  -2.8390  0.9504
H  -0.9539  -0.5385  0.5421
H  2.0423  -0.2870  -1.4717
H  1.5462  0.9052  -2.8580
H  0.5015  -0.4396  -2.4364
H  1.4561  0.6834  1.1567
H  0.2294  1.9226  1.3205
H  1.5287  2.3697  0.3998

natural (NBO) population analysis, charges in e, atoms 1 to 6: atom 1 (C): 0.34, atom 2 (C): -0.69, atom 3 (C): -0.74, atom 4 (O): -0.86, atom 5 (O): -0.59, atom 6 (S): 1.15

=====

Q) is favored, and the nearest alternative lies 89.0 kcal/mol above it.

=====

P) # C11H18O

A cluster of 2 separate species, C11H18O in total (ωB97M-V with the def2-TZVPD basis set, the Open Molecules 2025 dataset).

## Properties
Kohn-Sham gap = 9.2 eV
M = 166.26 g/mol
2S+1 = 1
HOMO = -8.398 eV
total charge = 0
SMILES = CCc1ccc(O)cc1.CCC

CARTESIAN COORDINATES (ANGSTROEM)
C  -1.6973  0.9576  -2.7419
C  -0.1177  0.6858  -3.0352
C  0.7276  0.5815  -1.8131
C  1.6657  1.6624  -1.6145
C  2.8786  1.4836  -0.9244
C  3.0630  0.1699  -0.2351
O  4.2139  -0.0572  0.4434
C  1.9885  -0.7597  -0.3104
C  0.8675  -0.6052  -1.1262
H  -2.0833  0.3952  -1.9816
H  -2.2703  0.6143  -3.6502
H  -1.8194  1.9564  -2.3852
H  0.1296  -0.2040  -3.7150
H  0.2856  1.6605  -3.6094
H  1.3902  2.6095  -1.9525
H  3.6935  2.2395  -0.9723
H  4.2794  0.5244  1.1242
H  1.9114  -1.7114  0.2499
H  0.2297  -1.4257  -1.3430
C  -1.5411  0.0991  3.4572
C  -1.2210  -1.0125  2.4027
C  -2.4141  -2.0063  2.1272
H  -2.4066  0.7333  3.4057
H  -1.4460  -0.5804  4.3391
H  -0.6773  0.8129  3.3005
H  -0.2317  -1.5430  2.6721
H  -0.9426  -0.3418  1.6093
H  -3.2477  -1.7745  2.9174
H  -2.1432  -3.1762  2.1782
H  -3.0650  -1.9880  1.1831

natural (NBO) population analysis, charges in e, atoms 1 to 6: atom 1 (C): -0.60, atom 2 (C): -0.41, atom 3 (C): -0.03, atom 4 (C): -0.20, atom 5 (C): -0.26, atom 6 (C): 0.28

=====

Q) # C11H18O

A cluster of 2 separate species, C11H18O in total (ωB97M-V with the def2-TZVPD basis set, the Open Molecules 2025 dataset).

## Properties
Kohn-Sham gap = 9.7 eV
M = 166.26 g/mol
2S+1 = 1
HOMO = -8.965 eV
total charge = 0
SMILES = CCc1ccc(O)cc1.CCC

CARTESIAN COORDINATES (ANGSTROEM)
C  -2.6492  0.2762  -2.2401
C  -1.9889  0.0588  -0.9172
C  -0.8087  -0.8662  -0.8217
C  -0.9926  -2.2365  -0.7535
C  -0.0378  -3.0555  -0.3355
C  1.2298  -2.5032  -0.1865
O  2.1841  -3.2734  0.4610
C  1.5262  -1.2874  -0.5429
C  0.4709  -0.3730  -0.9409
H  -3.7454  0.0195  -2.5085
H  -2.1719  -0.2176  -3.1259
H  -2.6024  1.2915  -2.5434
H  -1.6884  1.0250  -0.3472
H  -2.7113  -0.1012  -0.0770
H  -2.0967  -2.6001  -0.6862
H  -0.2539  -4.0229  0.0673
H  2.5156  -3.8668  -0.3891
H  2.5421  -0.8110  -0.4369
H  0.7367  0.7740  -0.8945
C  0.6253  1.0030  2.3602
C  1.5097  2.1621  1.8627
C  0.9813  2.7728  0.5557
H  -0.0051  0.6789  1.6397
H  -0.0707  1.4656  3.1457
H  1.1009  0.1732  2.9784
H  1.4401  2.9071  2.5291
H  2.5766  1.7799  1.7659
H  1.3716  2.4010  -0.4404
H  -0.0666  2.5666  0.3276
H  1.0787  3.8596  0.4937

natural (NBO) population analysis, charges in e, atoms 1 to 6: atom 1 (C): -0.64, atom 2 (C): -0.45, atom 3 (C): -0.06, atom 4 (C): -0.18, atom 5 (C): -0.25, atom 6 (C): 0.24

=====

P) is favored, and the nearest alternative lies 1.5 kcal/mol above it.

=====

P) # C3H2NO3

The ion C3H2NO3 with charge +1 (ωB97M-V with the def2-TZVPD basis set, the Open Molecules 2025 dataset).

## Properties
Kohn-Sham gap (alpha / beta) = 8.0 / 8.1 eV
M = 100.05 g/mol
2S+1 = 1
HOMO (alpha / beta) = -13.884 / -13.712 eV
total charge = +1

CARTESIAN COORDINATES (ANGSTROEM)
C  0.8548  -0.1317  -0.4493
C  -0.0534  -0.7374  0.3173
C  0.1980  -2.9723  1.3227
N  2.0936  -0.4960  -0.8065
O  0.0701  -3.9705  1.8511
O  2.7225  -0.6991  -1.8034
O  0.2645  -2.0478  0.6007
H  0.7712  0.9577  -0.8036
H  -0.8742  -0.2757  0.8886

natural (NBO) population analysis, charges in e, atoms 1 to 6: atom 1 (C): -0.08, atom 2 (C): -0.03, atom 3 (C): 1.13, atom 4 (N): 0.14, atom 5 (O): -0.28, atom 6 (O): -0.10

=====

Q) # C3H2NO3

A cluster of 2 separate species, C3H2NO3 in total (ωB97M-V with the def2-TZVPD basis set, the Open Molecules 2025 dataset).

## Properties
Kohn-Sham gap = 10.0 eV
M = 100.05 g/mol
2S+1 = 1
HOMO = -17.261 eV
total charge = +1

CARTESIAN COORDINATES (ANGSTROEM)
C  0.0296  1.4193  0.0510
C  -2.2574  -1.2142  -0.1408
C  1.9135  0.0683  0.1669
N  1.0526  0.8058  -0.3237
O  -0.6538  2.3059  -0.0425
O  -3.1208  -1.9841  -0.0971
O  -1.3556  -0.4737  -0.0968
H  1.7063  -0.6399  0.9127
H  2.6858  -0.2874  -0.4298

natural (NBO) population analysis, charges in e, atoms 1 to 6: atom 1 (C): 0.98, atom 2 (C): 1.07, atom 3 (C): 0.24, atom 4 (N): -0.44, atom 5 (O): -0.24, atom 6 (O): -0.42

=====

Q) is favored, and the nearest alternative lies 111.4 kcal/mol above it.

=====

P) # C5H12S

An isolated molecule of C5H12S (ωB97M-V with the def2-TZVPD basis set, the Open Molecules 2025 dataset).

## Properties
Kohn-Sham gap = 9.5 eV
M = 104.22 g/mol
2S+1 = 1
HOMO = -8.404 eV
total charge = 0
SMILES = CCCCSC

CARTESIAN COORDINATES (ANGSTROEM)
C  -2.1864  -0.4580  -1.5437
C  -0.8721  0.2838  -1.7243
C  0.2724  -0.3013  -0.8905
C  0.4750  0.4272  0.4367
S  2.2073  0.3820  0.9874
C  2.0235  0.0503  2.7610
H  -3.0144  0.1051  -1.9813
H  -2.1620  -1.4163  -2.0613
H  -2.3920  -0.6843  -0.4960
H  -1.0277  1.3370  -1.4654
H  -0.6732  0.3668  -2.7972
H  1.2126  -0.2909  -1.4512
H  0.0388  -1.3559  -0.7419
H  0.1710  1.4602  0.3041
H  -0.1371  0.0196  1.2412
H  2.6647  0.7573  3.2823
H  2.3877  -0.9316  3.0491
H  1.0118  0.2492  3.0911

natural (NBO) population analysis, charges in e, atoms 1 to 6: atom 1 (C): -0.60, atom 2 (C): -0.40, atom 3 (C): -0.42, atom 4 (C): -0.51, atom 5 (S): 0.17, atom 6 (C): -0.74

=====

Q) # C5H12S

A cluster of 2 separate species, C5H12S in total (ωB97M-V with the def2-TZVPD basis set, the Open Molecules 2025 dataset).

## Properties
Kohn-Sham gap = 10.0 eV
M = 104.22 g/mol
2S+1 = 1
HOMO = -9.055 eV
total charge = 0
SMILES = CCCS.C=C

CARTESIAN COORDINATES (ANGSTROEM)
C  1.2138  2.3143  -0.4622
C  0.0913  1.3625  -0.0891
C  0.1825  0.9778  1.3795
S  -1.0692  -0.2957  1.8600
H  1.1994  2.5814  -1.5194
H  2.1879  1.8698  -0.2452
H  1.1611  3.2449  0.1090
H  -0.8894  1.8145  -0.2518
H  0.1416  0.4731  -0.7181
H  -0.0273  1.8449  2.0059
H  1.1564  0.5917  1.6738
H  -0.2299  -1.3104  1.9834
C  -0.4060  -2.1273  -2.6016
C  0.8342  -2.1511  -2.0999
H  -0.5252  -2.2839  -3.6683
H  -1.2845  -1.9183  -2.0055
H  1.6174  -2.7036  -2.6020
H  1.0703  -1.5625  -1.2204

natural (NBO) population analysis, charges in e, atoms 1 to 6: atom 1 (C): -0.61, atom 2 (C): -0.41, atom 3 (C): -0.49, atom 4 (S): -0.07, atom 5 (H): 0.22, atom 6 (H): 0.20

=====

P) is favored, and the nearest alternative lies 25.5 kcal/mol above it.